Cl2H3N2P | ωB97M-V/def2-TZVPD

```
! wB97M-V def2-TZVPD RIJCOSX def2/J DEFGRID3
* xyz 0 1
N -0.21415 0.12247 -1.65420
N -0.06155 0.16009 1.11467
P -0.94621 0.02695 -0.26323
Cl -2.28634 1.46573 0.09834
Cl -1.92010 -1.71563 -0.02640
H -0.66137 -0.17086 -2.61025
H 0.05244 1.18588 1.40678
H 0.46584 -0.44453 1.66298
*
```

Calculated values
Structure (SMILES) ... N=P(N)(Cl)Cl
E_HOMO ... -0.3452 Ha
Lowest unoccupied orbital energy ... 0.6462 eV
Energy relative to the best compared isomer or geometry (same formula, charge and spin) ... 37.9 kJ/mol
Frontier orbital gap ... 0.369 hartree
Calculated total energy ... -37363.881 eV

---

Cl2H3NSi | ωB97M-V/def2-TZVPD

```
! wB97M-V def2-TZVPD RIJCOSX def2/J DEFGRID3
* xyz 0 1
N -1.08409 -0.09683 0.42950
Si 0.29395 0.16411 -0.54055
Cl 1.22278 1.80411 0.07089
Cl 2.35871 -1.83520 0.10465
H -1.33008 0.62418 1.12652
H -1.25749 -1.00608 0.75389
H -0.20378 0.34571 -1.94490
*
```

Calculated values
E_HOMO ... -0.3650 Ha
Lowest unoccupied orbital energy ... -1.4967 eV
Energy relative to the best compared isomer or geometry (same formula, charge and spin) ... 221.4 kJ/mol
Frontier orbital gap ... 0.310 hartree
Calculated total energy ... -34462.453 eV

---

Cl2H4Si3 | ωB97M-V/def2-TZVPD

```
! wB97M-V def2-TZVPD RIJCOSX def2/J DEFGRID3
* xyz 0 1
Si -1.50538 1.00034 0.42017
Si 1.49247 -0.96005 -0.38483
Si -0.20535 -0.75632 1.11004
Cl -3.04145 -0.38385 -0.10851
Cl 2.80119 0.53912 0.22373
H -2.09854 2.00345 1.16461
H -1.50600 1.77560 -0.96263
H 1.81758 -1.25452 -1.87175
H 2.24546 -1.96378 0.40917
*
```

Calculated values
E_HOMO ... -0.3333 Ha
Lowest unoccupied orbital energy ... -2.0341 eV
Energy relative to the best compared isomer or geometry (same formula, charge and spin) ... 106.6 kJ/mol
Frontier orbital gap ... 0.259 hartree
Calculated total energy ... -48741.779 eV

---

Cl2H6NaO11 | ωB97M-V/def2-TZVPD

```
! wB97M-V def2-TZVPD RIJCOSX def2/J DEFGRID3
* xyz -1 1
Na 0.37856 0.57417 0.15800
Cl 4.65295 0.35070 -3.63722
O 5.00015 1.02602 -2.42865
O 3.46560 -0.41471 -3.49449
O 4.45836 1.36211 -4.63119
O 5.79559 -0.52692 -3.96139
Cl -3.36662 -3.96692 1.20925
O -3.32965 -2.59028 1.23129
O -3.46919 -4.63544 2.49755
O -4.39669 -4.48818 0.33077
O -2.11036 -4.30579 0.68859
O -1.78401 2.64721 -3.17580
H -2.33181 3.43196 -3.15830
H -1.91229 2.28450 -4.05228
O 2.01518 -0.47984 3.85815
H 1.67853 -0.03554 4.63628
H 2.47428 -1.24717 4.19969
O -2.22062 3.37105 3.07612
H -2.93623 3.89293 2.71307
H -2.06174 3.75012 3.94058
*
```

Calculated values
E_HOMO ... -0.2184 Ha
Lowest unoccupied orbital energy ... -0.3382 eV
Frontier orbital gap ... 0.206 hartree
Calculated total energy ... -52067.215 eV

---

Cl2H7NSi3 | ωB97M-V/def2-TZVPD

```
! wB97M-V def2-TZVPD RIJCOSX def2/J DEFGRID3
* xyz 0 1
N 0.72665 -2.25829 -0.43942
Si -2.41130 0.99574 0.20737
Si 1.71036 1.03693 0.55463
Si 1.01873 -0.64228 -0.91350
Cl -3.68472 -0.66857 -0.02335
Cl 1.93945 2.54713 -0.59292
H 0.77921 -2.59343 0.58613
H 0.92459 -3.05173 -1.01010
H -3.02794 1.24075 1.52221
H -3.02944 2.19877 -0.48689
H 2.94245 0.82521 1.26208
H 0.52477 1.46446 1.54338
H 1.58719 -1.09468 -2.20965
*
```

Calculated values
E_HOMO (alpha / beta) ... -0.3032 / -0.2619 Ha
Lowest unoccupied orbital energy (alpha / beta) ... -0.8865 / -1.6628 eV
Energy relative to the best compared isomer or geometry (same formula, charge and spin) ... 321.4 kJ/mol
Frontier orbital gap (alpha / beta) ... 0.271 / 0.201 hartree
Calculated total energy ... -50279.896 eV

---

Cl2HISi | ωB97M-V/def2-TZVPD

```
! wB97M-V def2-TZVPD RIJCOSX def2/J DEFGRID3
* xyz 0 1
Si -0.29313 0.26232 0.14167
Cl 0.15699 1.15998 1.78007
Cl 2.00293 -0.47306 -0.96052
I -1.11320 -2.06756 0.04248
H -0.75360 1.11832 -1.00371
*
```

Calculated values
Structure (SMILES) ... Cl[SiH](Cl)I
E_HOMO ... -0.3601 Ha
Lowest unoccupied orbital energy ... -0.6706 eV
Energy relative to the best compared isomer or geometry (same formula, charge and spin) ... 99.9 kJ/mol
Frontier orbital gap ... 0.335 hartree
Calculated total energy ... -41041.241 eV

---

Cl2HNOS | ωB97M-V/def2-TZVPD

```
! wB97M-V def2-TZVPD RIJCOSX def2/J DEFGRID3
* xyz 0 1
N 0.34588 -1.06137 -0.48086
O -0.63789 2.12437 -0.05394
S 0.14012 1.59740 1.04619
Cl 1.44424 -1.95597 -1.45251
Cl -0.90246 0.13308 2.09817
H -0.38989 -0.83750 -1.15705
*
```

Calculated values
E_HOMO (alpha / beta) ... -0.2995 / -0.2739 Ha
Lowest unoccupied orbital energy (alpha / beta) ... -3.1749 / -3.9230 eV
Energy relative to the best compared isomer or geometry (same formula, charge and spin) ... 359.6 kJ/mol
Frontier orbital gap (alpha / beta) ... 0.183 / 0.130 hartree
Calculated total energy ... -39428.312 eV

---

Cl2HOP | ωB97M-V/def2-TZVPD

```
! wB97M-V def2-TZVPD RIJCOSX def2/J DEFGRID3
* xyz 0 1
O 1.54204 -1.75024 0.15736
P 1.41823 -0.78955 1.18400
Cl -1.94451 0.19466 -0.57191
Cl 1.21386 0.97344 0.26803
H -2.22961 1.37169 -1.03747
*
```

Calculated values
Structure (SMILES) ... O=PCl.Cl
E_HOMO ... -0.3952 Ha
Lowest unoccupied orbital energy ... -0.7404 eV
Energy relative to the best compared isomer or geometry (same formula, charge and spin) ... 90.2 kJ/mol
Frontier orbital gap ... 0.368 hartree
Calculated total energy ... -36398.159 eV

---

What is the formula in the fifth record?
Cl2H7NSi3

---

Look up the calculated total energy of the second one.
-34462.453 eV

---

calculated total energy of number 7 (Cl2HNOS)?
-39428.312 eV